1.
Density functional theory data (ωB97M-V with the def2-TZVPD basis set) for a molecular structure, C3H8FeO3.

Frontier orbital gap (spin up / spin down) in eV: 10.94 / 7.16
<S²>: 8.77

Structure (ORCA input):
```
! RIJCOSX wB97M-V def2-TZVPD def2/J DEFGRID3
* xyz 1 6
H 1.41 -2.15 -0.21
H -1.72 -0.31 -1.04
O 3.04 1.14 0.01
H -1.12 1.46 1.41
C -1.22 -0.14 -0.07
O 0.14 -0.55 -0.16
H -0.13 -2.37 -1.11
C 0.33 -1.96 -0.20
C -1.23 1.33 0.29
Fe 1.42 0.85 -0.69
H -0.12 -2.41 0.69
H -2.20 1.83 0.08
H 3.30 1.97 0.48
H -1.73 -0.73 0.70
O -0.19 2.04 -0.19
*
```

=====

2.
Density functional theory data (ωB97M-V with the def2-TZVPD basis set) for 2 unconnected molecules or ions with the total composition C3H8O3.

Frontier orbital gap in eV: 10.34
Structure (SMILES): C=COC.OO

Structure (ORCA input):
```
! RIJCOSX wB97M-V def2-TZVPD def2/J DEFGRID3
* xyz 0 1
H 2.18 1.54 0.23
H 1.50 -3.43 -0.41
C 1.12 1.36 0.04
H -0.21 -1.48 -0.22
O 0.51 -1.91 -0.87
H -1.50 0.88 -1.18
O -0.88 0.02 0.60
C -1.74 0.90 -0.11
H -1.66 1.92 0.27
H 0.93 -0.13 1.56
H -2.77 0.57 0.03
C 0.49 0.43 0.75
H 0.66 1.94 -0.75
O 1.38 -2.59 0.07
*
```

=====

3.
Density functional theory data (ωB97M-V with the def2-TZVPD basis set) for a gas-phase ion, C4H10NO (charge +1).

Frontier orbital gap in eV: 12.61
Structure (SMILES): CC1(C)[NH2+][C@@H]1O

Structure (ORCA input):
```
! RIJCOSX wB97M-V def2-TZVPD def2/J DEFGRID3
* xyz 1 1
H 0.81 2.11 -0.05
C 1.51 -0.44 0.35
H 2.27 -0.21 -0.44
H -0.99 -1.53 1.21
C 0.02 1.48 -0.57
C -1.07 -0.70 0.51
H -0.97 1.90 -0.35
H -3.00 -0.33 0.90
O -2.18 0.19 0.67
H 0.39 1.30 -1.64
H -1.42 -0.38 -1.55
H 1.88 -0.02 1.35
N -0.78 -0.91 -0.85
H -0.50 -1.80 -1.17
C 0.12 0.11 -0.03
H 1.47 -1.51 0.63
*
```

=====

4.
Density functional theory data (ωB97M-V with the def2-TZVPD basis set) for a molecular structure, C31H27Br2N5OPRhS3.

Frontier orbital gap in eV: 4.99

Structure (ORCA input):
```
! RIJCOSX wB97M-V def2-TZVPD def2/J DEFGRID3
* xyz 0 1
C -2.18 3.32 -0.11
H 6.46 0.98 4.63
H 2.67 -3.78 -1.80
H 1.95 -2.78 0.35
C -4.94 -0.13 -3.64
N -1.24 1.41 -1.86
C 0.43 -2.73 3.89
C 5.33 0.75 2.82
H 3.39 -3.79 0.63
C -2.80 -1.45 -2.54
H 1.86 -1.85 2.55
H -2.17 -3.22 -0.29
C 1.00 -1.68 3.19
H -2.18 6.14 -3.80
H -5.75 0.42 -4.09
C -0.68 -2.50 4.70
C -1.22 2.88 -3.71
H 2.21 1.40 5.00
O -0.77 1.88 -4.43
C -1.66 -3.38 -1.24
C -5.16 -1.24 -2.85
C -1.50 4.14 -4.20
H -0.66 -3.75 -1.04
S 1.36 0.32 0.43
Br -1.23 4.48 -6.03
H -4.24 -2.78 -1.67
Rh -0.61 0.23 -3.28
C 2.94 0.97 3.03
C 4.35 1.20 4.97
H -2.03 1.76 1.34
C -1.99 5.16 -3.37
H 6.20 0.58 2.20
H -6.17 -1.58 -2.65
C -2.22 4.95 -2.04
C 0.47 -0.39 3.29
C -1.93 2.04 0.31
S 0.35 2.68 2.74
H 0.85 -3.72 3.81
C 5.47 0.97 4.18
S 1.62 0.16 -3.32
H 3.72 -1.17 -2.40
H -2.51 4.07 0.59
H -2.07 -1.04 5.44
N 0.71 -2.04 -1.93
C 3.09 1.20 4.39
P 1.25 0.97 2.32
C 4.06 0.74 2.25
C 3.26 -2.99 -1.35
C -1.59 -2.11 -2.01
H 4.46 1.38 6.03
H -1.13 -3.32 5.25
C -1.97 3.68 -1.47
N -2.61 -0.37 -3.32
H 3.93 0.58 1.18
H -1.25 0.08 -0.30
C 3.01 -2.89 0.14
N -0.48 -1.50 -2.28
H 4.31 -3.21 -1.55
C -0.63 -0.17 4.10
H -1.01 0.84 4.19
N 2.96 -1.75 -2.08
C -1.48 2.68 -2.32
C -4.08 -1.91 -2.29
H -2.22 -4.14 -1.80
Br -2.88 6.36 -0.97
C -3.63 0.28 -3.86
C 1.73 -1.32 -2.34
C -1.45 1.09 -0.61
C -1.21 -1.22 4.80
H 3.52 -2.02 0.57
H -3.38 1.14 -4.47
*
```

=====

5.
Density functional theory data (ωB97M-V with the def2-TZVPD basis set) for a single C5H8N4O2 molecule.

Frontier orbital gap in eV: 10.18
Structure (SMILES): O=C(O)/C=N\NC1=NCCN1

Structure (ORCA input):
```
! RIJCOSX wB97M-V def2-TZVPD def2/J DEFGRID3
* xyz 0 1
C 0.94 -1.69 0.66
C 0.44 -0.15 -0.76
H 2.65 -1.43 -0.85
H -0.28 0.70 1.82
H -3.18 1.27 -0.20
N -1.56 1.01 -1.42
H 1.43 0.64 0.62
O -2.29 3.04 1.14
O -0.85 1.50 1.99
H 0.14 0.84 -2.07
N 0.87 -1.03 -1.46
C 1.62 -1.91 -0.57
H 1.85 -1.81 1.32
C -1.61 2.04 0.89
H 1.48 -2.95 -0.96
C -2.06 1.32 -0.28
N -0.21 1.01 -1.22
N 0.58 -0.15 0.68
H 0.04 -2.26 0.67
*
```

=====

6.
Density functional theory data (ωB97M-V with the def2-TZVPD basis set) for a single C19H24N4O4 molecule.

Frontier orbital gap in eV: 8.14
Structure (SMILES): CCOCCCNC(=O)[C@H](NC(=O)c1cnccn1)c1ccc(OC)cc1

Structure (ORCA input):
```
! RIJCOSX wB97M-V def2-TZVPD def2/J DEFGRID3
* xyz 0 1
C -1.63 3.29 0.05
H -4.12 4.25 0.59
C 5.47 -0.42 -1.14
C 3.59 -0.11 0.09
O -0.86 -2.70 -1.22
H -3.20 2.11 0.94
H -2.57 -1.84 2.48
H 0.04 4.16 -0.94
H -4.29 -3.39 1.22
C -4.36 -0.65 -1.75
H -4.89 -0.78 -2.69
C 6.24 -0.08 -0.04
N 5.70 0.24 1.12
O 1.52 0.16 1.23
C -3.31 -3.03 0.85
H -2.90 -3.79 0.18
C 0.08 2.02 -1.07
H -0.72 -3.77 1.02
C -0.56 0.83 -0.72
H -2.27 -0.01 0.25
H -5.07 -2.54 -0.97
O -3.50 -1.82 0.16
H 3.92 0.50 2.14
C 4.38 0.23 1.19
N -0.48 -1.74 0.80
C 0.07 -0.47 -1.19
H -3.17 4.16 2.10
N 4.15 -0.43 -1.08
H -4.96 -0.03 -1.09
H -0.09 -0.58 -2.27
H -3.40 5.73 1.28
C 2.10 -0.11 0.19
C -1.74 0.89 0.00
H -3.42 -0.14 -1.94
C -2.36 -2.81 2.03
H -3.45 -2.61 -1.74
C -0.45 3.24 -0.68
H 0.99 2.00 -1.64
N 1.51 -0.45 -0.97
O -2.07 4.54 0.38
C -2.28 2.11 0.38
C -0.88 -2.87 1.60
H -2.53 -3.59 2.77
H -0.25 -2.89 2.49
H 2.13 -0.70 -1.72
C -3.26 4.66 1.13
H -0.13 -0.91 1.26
C -4.11 -2.00 -1.10
H 7.32 -0.07 -0.08
H 5.90 -0.68 -2.10
C -0.51 -1.76 -0.54
*
```

=====

7.
Density functional theory data (ωB97M-V with the def2-TZVPD basis set) for a molecular structure, C35H34ClHfNOSi2.

Frontier orbital gap in eV: 4.15

Structure (ORCA input):
```
! RIJCOSX wB97M-V def2-TZVPD def2/J DEFGRID3
* xyz 2 1
H -2.34 1.67 -1.30
C 1.75 -1.69 1.32
H -5.24 -0.93 -8.14
H -2.25 -3.75 -3.80
C 1.17 -3.72 -4.79
C -0.44 -1.25 2.01
C -0.80 1.47 0.33
H -2.33 0.25 -11.08
H 1.28 1.74 1.17
C 1.00 2.02 -1.04
H -1.41 -2.70 -7.55
C 1.05 -2.41 3.51
H -1.00 -1.88 3.97
Hf 0.16 -0.18 -1.01
H -4.75 0.56 -2.98
C 1.69 -1.26 -7.44
C 2.82 -1.54 0.28
H 2.21 -0.37 -7.07
C -2.01 0.09 -7.68
H 3.97 -1.82 -4.41
H 0.30 1.34 -6.62
C -0.19 1.98 -1.85
H 3.04 -2.72 2.64
C 2.92 -2.12 -4.35
C -3.16 1.58 -4.01
C 1.99 -1.25 -3.79
H 3.47 -2.08 -8.35
C 0.20 -2.80 -4.33
C -4.24 -0.57 -8.40
H -3.63 -0.44 -6.34
H 2.86 -0.85 -1.66
H 3.24 -2.50 -0.05
H 2.32 -4.14 -9.18
C 2.03 -2.34 2.52
H -1.43 -0.88 1.75
Si -1.66 -2.92 -4.78
H -1.41 1.31 1.21
H -0.26 2.29 -2.88
H -0.39 0.18 -4.11
C 0.70 -1.74 -3.56
O 2.24 -0.89 -0.90
Cl -1.79 -1.45 -1.06
H 0.00 -1.25 -2.83
C -3.89 -0.40 -9.74
C 0.62 1.70 0.31
H 1.98 2.32 -1.39
C 0.32 -1.40 -7.21
C 1.75 -3.38 -8.63
C -0.33 -2.55 -7.70
C -1.69 0.34 -9.03
C -3.84 0.44 -3.57
H -3.99 -1.71 -3.57
N 0.53 -1.14 1.05
C -3.38 -0.85 -3.87
H -1.43 2.32 -5.06
H -4.60 -0.62 -10.53
H -0.68 0.68 -9.29
C 2.52 -3.39 -4.77
C -0.19 -1.86 3.23
H 3.26 -4.12 -5.10
C -1.30 1.66 -0.99
Si -0.55 0.13 -6.46
C -2.15 -1.10 -4.47
H -0.13 -4.43 -8.76
H -3.56 2.59 -3.80
C 2.40 -2.23 -8.16
C -1.97 1.45 -4.67
C 0.39 -3.54 -8.39
H 3.64 -0.90 0.65
H 2.26 -0.23 -3.53
C -3.32 -0.30 -7.38
C -1.30 0.13 -4.73
H 0.84 -4.67 -5.20
H 1.25 -2.90 4.46
C -2.61 0.09 -10.04
*
```

=====

8.
Density functional theory data (ωB97M-V with the def2-TZVPD basis set) for a molecular structure, C21H47InNO2SSi2.

Frontier orbital gap in eV: 6.49

Structure (ORCA input):
```
! RIJCOSX wB97M-V def2-TZVPD def2/J DEFGRID3
* xyz 1 1
C 0.81 -4.11 -3.03
C -2.62 5.53 0.87
C 1.77 0.46 4.85
H 2.78 -2.87 -0.49
H 1.73 -5.75 -4.07
H -1.82 2.28 4.21
H 2.78 0.86 -1.58
H 5.05 1.38 -0.79
H -1.25 -0.13 -5.06
H 1.16 -1.67 0.87
H -1.54 -0.79 4.14
H 4.19 -1.93 0.18
H -3.72 -0.57 -2.93
C -0.67 -0.71 3.48
H 3.26 -3.07 1.22
H -3.14 2.94 -3.44
H 3.85 2.10 0.33
H 4.77 0.59 0.75
H -0.20 -4.33 -3.43
Si -1.81 0.93 -2.97
H 1.80 -4.20 -4.94
H -1.06 -0.86 2.46
O 2.16 -0.02 0.17
C -1.54 4.66 0.68
C -2.88 2.81 1.19
C -2.64 2.57 -2.54
H 2.40 -0.96 1.90
C 0.11 -5.03 0.46
C -2.91 -0.39 -2.21
H -2.38 -1.34 -2.04
S -2.98 1.09 1.33
H -3.36 -0.10 -1.25
H 2.45 1.32 4.86
H -3.43 2.50 -1.78
H 0.75 3.03 2.57
C -0.14 -4.41 -0.90
H 0.91 -3.00 -2.97
O 0.96 -4.73 -1.76
C -3.99 3.63 1.44
C 0.86 1.95 2.44
H -0.81 -5.06 1.03
H -2.48 6.60 0.71
C 4.27 1.15 -0.06
H -4.71 5.65 1.43
H -0.56 5.03 0.40
H -1.36 1.44 5.70
H 1.89 1.74 2.08
C 0.04 0.51 -2.65
H -0.45 2.87 5.18
H 1.53 0.20 5.89
H -0.28 -3.32 -0.79
C -1.50 0.89 -4.79
H -0.01 -1.56 3.69
C 2.20 -1.28 0.86
H 0.83 -4.43 1.02
H -0.34 0.41 -1.63
H -0.64 1.53 -5.01
H 2.87 -4.49 -3.54
H 0.50 -6.05 0.37
Si 0.24 0.91 3.87
H -4.89 3.13 1.78
H 0.49 -0.45 -2.94
H 3.67 -0.60 -1.15
C -0.96 1.97 4.82
C 1.87 -4.67 -3.96
C 3.22 0.30 -0.75
C 3.19 -2.35 0.39
H -1.97 3.36 -2.18
In -0.43 1.20 0.88
C -3.86 5.00 1.26
H 0.74 1.37 -2.64
H -2.37 1.22 -5.37
N -1.68 3.33 0.82
H 2.31 -0.39 4.41
H -1.06 -4.83 -1.35
*
```

=====

9.
Density functional theory data (ωB97M-V with the def2-TZVPD basis set) for 3 unconnected molecules or ions with the total composition C3H9N3O.

Frontier orbital gap (spin up / spin down) in eV: 7.92 / 7.11

Structure (ORCA input):
```
! RIJCOSX wB97M-V def2-TZVPD def2/J DEFGRID3
* xyz 0 1
C -2.50 -0.52 0.36
H -2.75 0.49 0.66
H -0.31 -0.60 -1.55
H -0.32 2.02 -0.21
C 2.05 -0.33 -0.17
H 3.58 0.07 1.17
H -2.65 -1.28 1.12
H 1.95 0.21 1.79
O 2.67 -0.65 -1.15
H -0.19 -1.39 0.58
N -0.29 -0.38 0.57
H -0.33 1.68 -1.91
N 2.58 0.06 1.01
C -0.26 0.05 -0.68
N -0.41 1.36 -0.96
H -2.84 -0.80 -0.63
*
```

=====

10.
Density functional theory data (ωB97M-V with the def2-TZVPD basis set) for 9 unconnected molecules or ions with the total composition C14H46O16.

Frontier orbital gap in eV: 10.50
Structure (SMILES): OCCO.OCCO.OCCO.OCCO.OCCO.OCCO.OCCO.O.O

Structure (ORCA input):
```
! RIJCOSX wB97M-V def2-TZVPD def2/J DEFGRID3
* xyz 0 1
H -0.60 2.36 0.83
H 2.13 -4.36 2.78
O -0.71 -2.71 2.83
O 1.18 2.02 3.37
O -1.66 -4.32 -0.06
O 1.73 -3.25 1.17
H -0.70 0.57 -1.63
C -2.54 -1.99 -0.10
H 1.42 0.32 2.10
O 2.23 -2.53 -2.41
H -1.46 -3.04 -1.56
O -3.42 1.88 -3.57
C 1.24 -4.75 -1.85
O 2.48 -5.08 -1.19
C 0.16 -3.88 2.88
H -1.93 -0.33 -3.41
O -1.10 1.26 -2.21
H 1.34 -2.33 1.07
O -3.45 -2.35 0.91
H -3.10 -3.72 -1.36
C -1.39 0.64 -3.48
C -1.62 2.71 0.92
O -2.64 0.67 1.96
C 2.02 3.09 2.85
H 0.11 -0.50 2.24
H -3.67 2.31 0.95
C -2.70 1.69 0.91
H -0.49 0.46 -4.05
H 1.93 3.05 1.78
O 0.77 5.20 2.32
H 0.53 -0.96 -0.13
O 1.77 4.69 -0.19
H 0.95 4.37 4.24
H 2.96 2.12 -2.08
H 0.83 -5.61 -2.33
C -2.25 -3.25 -0.88
H 0.41 2.23 -2.10
C 1.52 4.53 3.33
H 1.32 5.13 1.46
H 0.54 -4.34 -1.13
H -3.36 -1.74 1.66
C 2.73 4.05 -1.08
H 1.83 -2.66 3.11
H -1.20 4.22 2.07
H -1.57 2.63 -4.14
H -2.35 -4.67 0.52
H 2.98 4.72 -1.92
H -2.65 1.13 2.79
C 1.64 -3.72 -2.94
C 1.57 -3.50 2.54
H -1.63 -1.60 0.34
H 1.01 4.86 -0.76
O 0.34 -0.88 -1.11
H 3.62 3.94 -0.44
O -1.70 3.44 2.16
C 2.20 2.71 -1.50
C -2.17 1.74 -4.22
H 2.39 -4.67 -0.26
H -0.15 -4.58 2.12
H 2.12 2.02 -0.67
H 2.43 5.15 3.48
H -1.87 3.38 0.07
H -2.93 -1.22 -0.75
H -2.44 1.50 -5.25
H 2.94 2.87 3.33
H -3.19 2.02 -2.62
H 0.14 -4.42 3.84
H 2.31 -4.17 -3.67
H 0.69 -3.36 -3.41
H 1.12 -1.46 -1.44
O 0.88 -0.29 1.60
H -1.47 -2.89 2.18
O 1.06 2.90 -2.24
H -2.69 1.13 -0.01
H 3.00 -2.79 -1.84
H 0.24 2.20 3.27
*
```

=====

Short version: relative energy (zero: lowest compared OMol25 entry of this formula, charge and spin) = 0.0, 480.7, 173.2, 182.6, 629.2, 253.8, 0.0, 88.3, 502.9, 3.5 kJ/mol, in the order given.
Short version: total energy = -1608.1897, -344.6653, -288.0971, -8341.1154, -564.6422, -1258.4182, -2570.7198, -2200.6337, -359.0529, -1764.7476 a.u., in the order given.